Entry 1:
DFT (wB97M-V/def2-TZVPD) results for a 4-piece molecular cluster, C28H62BrFO17P4 overall at a distorted geometry.

XYZ file:
```
113
Properties=species:S:1:pos:R:3:forces:R:3
Br -0.7298 -6.4741 -2.7853 -0.2 -0.1 0.2
P 3.5880 -6.1648 -6.6382 -0.1 0.0 0.1
P -0.7712 9.5902 2.5793 0.0 0.0 0.0
P -0.7175 1.8470 3.2523 -0.1 -0.1 0.2
P -1.9402 0.8787 -4.5108 -0.1 0.1 -0.1
F 2.7072 2.6268 4.3544 0.0 0.0 -0.2
O -1.9949 2.4094 -4.8881 -0.1 -0.2 0.2
O -1.9258 9.3525 1.5290 0.2 -0.2 0.1
O 2.0175 0.9728 5.6073 0.0 0.0 0.1
O -0.2134 11.0490 2.2398 0.0 -0.1 0.1
O 2.8665 -6.0932 -8.0629 0.2 0.0 0.0
O 3.3760 -7.6781 -6.2053 -0.1 0.1 0.0
O 0.3515 0.2272 1.4130 0.5 0.1 0.3
O 2.6150 -5.3994 -5.6587 0.1 -0.2 0.0
O 4.9671 -5.6854 -6.6263 -0.1 0.1 -0.1
O 1.5284 -2.0437 -1.1167 -0.2 0.0 0.0
O -1.8977 -4.1686 -1.8272 -0.1 -0.2 -0.2
O -3.4200 0.5987 -4.0086 0.1 0.1 -0.1
O -1.1611 9.3909 3.9721 -0.1 0.1 -0.1
O 0.3770 8.6319 2.0435 -0.1 0.1 -0.1
O 0.4497 -5.9652 5.0237 -0.1 -0.2 0.1
O -1.8840 0.1157 -5.9137 0.1 0.0 0.2
O -0.8746 0.5183 -3.5789 0.1 0.0 -0.1
C 0.6944 -1.0685 -0.5157 0.3 1.0 -0.1
C 1.6457 8.6899 2.7041 0.1 0.0 0.1
C 0.4427 -4.1859 -1.3568 0.4 0.0 -0.5
C -1.9996 1.6569 1.9143 -0.1 0.3 0.3
C -1.4841 -1.7370 5.4795 0.2 0.0 0.6
C 1.9249 0.6862 3.1996 0.0 0.8 0.0
C 0.1639 -3.6807 5.9142 0.2 0.2 0.9
C -1.6568 9.4860 0.1284 0.0 0.1 -0.2
C -3.3935 2.1205 2.3927 0.1 -0.5 -0.6
C 1.2398 -5.7954 -5.5591 -0.1 0.1 -0.1
C -0.1269 -0.8528 3.5052 -0.2 0.1 0.5
C -0.8602 -4.7283 -1.8951 0.1 0.5 0.5
C 1.2851 -0.6544 0.8319 -0.3 -0.6 -0.8
C 0.1429 3.4262 2.7572 -0.3 0.2 0.0
C 0.0867 4.4513 3.9131 0.0 -0.1 0.1
C -0.2761 12.0649 3.2531 0.0 0.2 0.0
C -3.7644 -0.7551 -3.6916 0.0 -0.2 0.0
C -3.0133 2.8929 -5.7731 -0.1 0.1 -0.2
C 2.1705 1.3885 4.5144 0.1 -0.2 0.1
C 3.5476 -5.4472 -9.1495 0.0 0.1 -0.1
C -0.5128 -5.8425 3.9930 0.2 0.2 -0.1
C -1.0959 -2.9236 6.3819 -0.2 -0.3 -0.6
C -0.7507 -0.7184 -6.2023 0.1 -0.1 -0.1
C 0.4484 0.4083 2.8448 -0.2 -0.1 -0.5
C 0.1271 -5.2089 6.1681 -0.1 0.7 -0.1
C 4.0300 -8.6838 -6.9858 0.0 -0.1 -0.1
C -0.3031 -0.8398 5.0401 -0.1 -0.4 -0.2
C 0.8319 -2.8442 -2.0433 0.3 -0.4 0.1
H -1.2254 12.0344 3.7835 0.0 -0.1 0.0
H 0.1773 -0.2472 -5.8853 0.0 0.0 0.1
H 0.6895 -5.4640 -6.4410 0.1 0.0 0.0
H 2.8014 -5.2071 -9.9034 -0.1 -0.1 0.1
H -3.9941 2.5174 -5.4852 0.0 0.0 0.0
H 0.8206 -5.3244 -4.6772 0.2 0.1 -0.1
H -1.0096 -2.6077 7.4218 0.2 0.0 0.0
H -3.5846 3.1620 2.1446 0.1 0.1 0.3
H 5.0558 -8.3921 -7.2137 0.0 0.0 0.0
H 0.8486 -5.4615 6.9413 0.1 -0.2 -0.1
H -0.1728 13.0262 2.7555 0.0 -0.1 -0.1
H -4.1426 1.5350 1.8530 -0.1 0.1 0.0
H -0.8176 -6.8360 3.6676 0.0 0.0 -0.1
H -2.0663 0.6252 1.5776 0.2 -0.1 0.1
H 2.1992 9.5672 2.3668 0.0 0.0 0.0
H 0.4766 -1.7338 3.2658 0.1 0.1 -0.2
H -0.7481 8.9539 -0.1495 0.0 0.0 0.1
H -2.7897 2.5981 -6.7982 0.0 0.0 0.0
H 2.1953 7.7919 2.4360 -0.1 0.0 0.0
H 1.0084 -3.2816 6.4837 0.1 0.0 -0.2
H 0.5410 11.9358 3.9616 0.0 0.0 0.0
H -0.8599 -1.6811 -5.7035 0.0 0.0 0.0
H -1.3950 -5.2816 4.3128 -0.1 -0.1 0.1
H -1.6717 2.2587 1.0664 0.0 -0.2 -0.1
H -3.5466 1.9184 3.4508 0.0 0.2 0.1
H 1.2514 -4.8978 -1.5022 -0.1 -0.1 0.1
H 0.6305 -1.1834 5.4846 -0.1 0.0 0.1
H 1.1467 -6.8748 -5.4510 0.1 0.0 0.0
H 4.0403 -9.5979 -6.3990 0.0 0.0 0.1
H 4.2891 -6.1202 -9.5778 0.0 0.0 0.0
H -2.0387 -2.1317 4.6260 0.1 0.1 -0.2
H 3.4763 -8.8539 -7.9101 0.0 0.0 0.0
H 0.3647 -3.9796 -0.2902 -0.4 -0.1 0.0
H -0.7263 -0.8720 -7.2784 -0.1 0.0 0.0
H -3.0157 3.9771 -5.7022 0.1 0.0 0.0
H 1.5243 -3.0586 -2.8577 -0.1 0.0 -0.1
H -0.0791 -5.2954 3.1508 0.0 -0.1 -0.1
H 4.0349 -4.5316 -8.8208 0.0 0.0 0.0
H 2.5203 -0.2265 3.2336 -0.1 -0.2 0.0
H -1.9250 -3.6404 6.3633 -0.1 0.1 0.1
H -3.9526 -1.3140 -4.6090 0.0 0.0 0.0
H -2.9698 -1.2351 -3.1189 0.0 0.0 0.0
H -0.4714 0.1592 5.4300 0.0 0.1 -0.2
H -1.5652 10.5391 -0.1372 0.0 0.0 0.0
H -0.6109 4.0923 4.6710 0.0 0.1 0.1
H -2.1905 -1.1192 6.0385 -0.1 0.0 -0.1
H -1.0988 -1.0347 3.0390 0.0 0.2 0.0
H 2.3347 1.3210 2.4141 0.0 0.0 0.0
H -2.4974 9.0515 -0.4059 -0.1 0.0 0.1
H 1.4546 -1.5650 1.4146 0.0 0.1 0.2
H -4.6702 -0.7306 -3.0927 0.0 0.1 0.0
H -0.8711 -5.4702 6.5431 0.0 -0.2 -0.1
H 1.1524 3.2663 2.3833 0.1 0.0 0.1
H -0.3489 -1.3810 -0.4215 0.1 -0.3 0.2
H -0.4184 3.8468 1.9194 0.0 -0.2 -0.1
H 1.5181 8.7223 3.7866 0.0 0.0 0.0
H 2.2432 -0.1717 0.6194 0.1 0.0 0.3
H -0.0438 -2.3395 -2.4538 0.0 0.1 0.1
H -0.2686 5.4283 3.5853 0.0 0.0 -0.1
H 1.0417 4.6032 4.4140 0.1 -0.1 -0.1
H 0.3989 -3.4562 4.8738 -0.2 -0.2 -0.1
H 0.6928 -0.1739 -1.1509 -0.2 -0.1 -0.1
```
Forces are in eV/Å.

Properties
- SMILES = CCP(CC)[C@](CCCCCCOC)(CC(=O)F)OCCOCCC(=O)Br.COP(=O)(OC)OC.COP(=O)(OC)OC.COP(=O)(OC)OC
- frontier orbital gap (eV) = 8.6
- DFT total energy (Eh) = -6422.66984
- energy relative to the best compared isomer or geometry (same formula, charge and spin) (eV) = 0.490

Entry 2:
DFT (wB97M-V/def2-TZVPD) results for a 10-piece molecular cluster, C28H62ClN4O16P overall at a distorted geometry.

XYZ file:
```
112
Properties=species:S:1:pos:R:3:forces:R:3
Cl 1.4076 -5.0087 3.5675 0.1 0.4 -0.2
P -1.6395 1.9451 -4.4856 1.0 0.1 -2.2
O -0.8210 2.0544 -5.6945 0.6 0.2 0.2
O 0.5998 -0.2830 5.8171 -0.2 0.0 0.0
O 7.8976 -0.0786 1.8386 0.1 0.1 0.0
O 2.5579 2.8610 -4.2930 0.0 0.1 0.1
O 5.2316 -0.1602 -3.5014 -0.5 0.6 0.4
O -2.8916 3.0422 -4.6803 0.5 -1.6 1.4
O 7.6637 -0.4505 -5.5012 0.1 0.0 -0.1
O 3.6561 -3.9454 -0.9351 -0.4 -0.7 0.1
O 4.7339 -3.3207 0.7512 0.1 0.6 -0.3
O -8.4291 1.4663 1.1267 0.0 0.1 0.0
O -2.7594 5.3328 -2.4110 0.1 -0.1 0.1
O -1.9870 1.7482 8.8866 0.1 0.0 0.0
O 2.0767 -1.8237 -2.8139 -0.1 -0.1 0.6
O -11.8700 0.0510 0.5789 0.1 -0.1 0.1
O -4.3274 0.7723 0.6303 0.0 0.0 -0.1
O -2.1964 0.4095 -4.4303 -1.0 1.5 0.7
N -0.9879 -0.2558 2.7936 0.1 -0.2 0.5
N 0.3536 0.1491 -2.3624 -1.1 0.1 1.2
N 3.8194 -3.0115 0.0838 0.2 -0.5 0.6
N -1.4746 -0.0624 -0.1004 0.2 1.6 -2.1
C 2.7455 4.2557 -4.0739 -0.2 -0.2 -0.2
C 2.2789 -4.1669 -1.3048 -1.2 0.6 -1.1
C 0.3782 -3.2168 0.2077 0.1 0.8 -0.4
C 7.5893 -1.8032 -5.9249 -0.2 0.3 0.2
C -3.7926 6.3039 -2.5185 0.0 -0.3 -0.1
C 6.5862 -0.3534 -1.4295 -0.4 0.0 0.3
C -0.5570 -1.0179 -0.4130 -0.4 -0.3 1.0
C 0.3802 -4.4627 1.0936 0.4 0.0 -0.6
C -1.4672 0.9811 -0.9551 0.2 -1.8 1.0
C -0.5113 -2.1900 0.4284 -0.6 -0.6 0.7
C 5.8161 0.5636 -2.4306 1.6 0.0 0.8
C 1.2816 -3.0700 -0.9264 0.3 -0.5 0.4
C -0.6561 2.2622 -2.9731 -1.3 0.2 1.2
C 2.3231 -6.1813 1.3179 -0.5 0.3 0.2
C 0.3193 -0.8856 -1.4960 1.1 -1.3 -0.3
C -0.9824 -1.5263 2.8281 -0.4 0.5 -0.2
C -0.5643 1.0324 -2.0544 -0.1 1.8 -1.0
C 1.7445 -4.8019 1.7705 -0.3 -1.3 0.2
C 3.7993 -0.1724 -3.4256 0.1 -0.8 -0.5
C 3.3782 -1.3223 -2.4874 0.7 0.5 -0.1
C 9.2827 -0.1620 1.5226 -0.2 -0.2 0.1
C -1.5226 -2.2683 1.5891 0.0 0.6 -0.1
C -1.8593 2.9477 9.6440 -0.3 -0.2 -0.1
C -0.1999 0.2919 6.8534 0.3 -0.2 0.0
C -9.5041 2.3916 0.9997 0.0 -0.3 0.0
C 1.2499 -1.9588 -1.7244 -0.2 0.2 -0.1
C -12.4672 -0.3791 1.7994 -0.1 0.1 -0.2
C -5.1759 1.3771 1.6035 0.4 -0.1 0.0
H -0.3603 -4.4087 1.8944 0.2 0.2 -0.4
H -2.4328 -1.7247 1.2924 0.4 -0.2 0.1
H -5.3855 0.6673 2.4081 -0.1 0.1 0.1
H 6.6851 -1.3748 -1.8257 0.1 0.4 0.0
H 7.4183 -2.4600 -5.0668 0.0 -0.1 -0.1
H 7.5801 -0.9772 1.9681 -0.1 0.1 0.0
H 0.3345 2.6670 -3.2116 -0.3 -0.4 -0.3
H 6.8199 -0.2352 -5.0890 -0.1 0.0 0.1
H 1.9081 -5.1402 -0.9538 0.5 0.3 0.2
H 2.2630 -4.2277 -2.4059 0.3 0.1 0.4
H -12.9807 0.4554 2.2836 0.0 -0.1 0.1
H 6.0693 -0.4296 -0.4574 0.1 0.0 -0.4
H -2.5032 3.7271 9.2292 0.1 0.1 0.1
H 7.5806 0.0570 -1.1963 -0.3 -0.2 -0.2
H 5.1071 1.1804 -1.8559 -0.2 -0.3 -0.5
H 3.0555 -6.0678 0.5072 -0.2 -0.1 0.3
H -6.1083 1.6591 1.1247 0.0 -0.1 0.0
H -4.6958 2.2706 2.0137 -0.1 0.0 0.1
H 9.6608 0.8466 1.3717 -0.1 0.0 0.0
H 6.7811 -1.9293 -6.6510 0.0 -0.2 0.0
H 3.4195 -0.9602 -1.4463 -0.1 -0.3 -0.2
H 1.8329 4.7022 -3.6690 0.1 0.2 0.0
H 1.4258 -0.5606 6.2224 0.0 0.0 -0.1
H -2.1278 2.7662 10.6876 0.1 0.2 0.0
H -10.4256 1.9404 1.3688 -0.1 0.2 -0.1
H -0.6331 -2.0553 3.7299 0.0 -0.2 -0.5
H -8.6543 0.6950 0.5970 0.0 0.0 0.1
H 4.1116 -2.1355 -2.6111 -0.2 0.3 0.0
H -0.3970 -0.4491 7.6307 -0.1 0.1 0.1
H 0.0540 -5.3053 0.4549 0.3 0.2 0.3
H -2.9061 1.4714 8.9406 0.0 -0.1 0.0
H -13.1780 -1.1866 1.6081 0.0 0.0 0.2
H -3.0229 4.5660 -2.9329 0.1 0.1 -0.1
H 8.5346 -2.0685 -6.3944 0.0 0.1 0.0
H -2.1985 1.7776 -0.7948 0.2 -0.3 0.0
H -1.1863 3.0416 -2.3908 0.2 -0.1 -0.3
H -3.1499 0.3854 -4.2583 0.2 -0.4 0.1
H -12.5774 0.3698 0.0112 0.1 0.0 0.0
H 1.4715 -6.7984 0.9884 0.4 0.1 -0.1
H -0.8236 3.2756 9.5935 0.0 -0.1 0.0
H -4.7306 5.9035 -2.1246 -0.1 0.2 0.0
H 6.5716 1.2644 -2.8303 -0.5 -0.2 -0.2
H -3.7249 2.5827 -4.8616 0.0 0.3 -0.1
H -3.5048 7.1771 -1.9376 0.1 -0.1 0.0
H 1.8399 2.7624 -4.9291 0.0 -0.2 -0.1
H -9.2723 3.2751 1.5914 0.1 -0.1 0.0
H -3.4983 0.5212 1.0590 0.0 0.0 -0.1
H 2.7609 -6.7152 2.1702 0.2 0.3 -0.4
H 3.0125 4.7524 -5.0096 0.0 0.1 0.1
H -9.6260 2.6810 -0.0475 -0.1 0.1 0.0
H 9.4277 -0.7407 0.6062 0.2 0.0 0.0
H -0.6102 0.1339 3.6662 0.0 -0.3 -0.2
H -1.1425 0.6158 6.4203 0.0 0.0 0.0
H -3.9286 6.5959 -3.5632 -0.1 0.1 0.0
H -1.8363 -3.2955 1.7998 0.2 0.3 0.0
H 2.4845 -4.0030 1.7123 -0.4 -0.1 0.1
H 9.8309 -0.6315 2.3437 0.2 0.0 -0.1
H 3.5541 4.3844 -3.3576 0.0 -0.1 0.0
H 3.4583 -0.4117 -4.4457 -0.1 0.2 0.4
H -11.6804 -0.7436 2.4555 0.0 0.0 -0.1
H 3.4311 0.8113 -3.1062 -0.1 -0.3 -0.2
H 0.3102 1.1533 7.2878 -0.2 0.0 0.1
```
Forces are in eV/Å.

Properties
- SMILES = [H]/N=C/Cc1c(C[C@H](C)Cl)c(CON=O)c(OCCOCC)c2nc(CP(=O)(O)O)cnc12.CO.CO.CO.CO.CO.CO.CO.CO.CO
- frontier orbital gap (eV) = 8.2
- DFT total energy (Eh) = -3328.27004
- energy relative to the best compared isomer or geometry (same formula, charge and spin) (eV) = 0.842